Density functional theory data (ωB97M-V/def2-TZVPD) for a molecular structure, C40H27F9InO14S in a non-equilibrium geometry.

multiplicity	1
charge	-1

Last column: Löwdin charge in e.
Atoms and positions in Å:
O  1.57  -2.60  -1.78  -0.464
S  0.87  -2.87  -3.12  0.588
O  -0.07  -4.03  -2.88  -0.457
In  2.61  -3.37  -4.92  0.283
C  -0.05  -1.31  -3.71  -0.396
F  -0.36  -0.41  -2.66  0.028
F  0.91  -0.62  -4.52  -0.027
C  -1.28  -1.62  -4.68  -0.227
F  -0.84  -2.66  -5.56  0.059
F  -1.42  -0.48  -5.53  0.077
C  -2.64  -2.00  -3.95  -0.201
F  -2.52  -2.26  -2.58  0.112
F  -3.57  -0.95  -4.20  0.057
C  -3.36  -3.32  -4.57  -0.331
F  -4.56  -3.48  -3.83  0.089
F  -3.60  -3.19  -5.95  0.122
F  -2.61  -4.48  -4.30  0.110
H  1.97  -4.43  -6.22  -0.132
H  3.02  -1.77  -5.68  -0.118
H  4.15  -3.97  -4.19  -0.129
C  4.33  -4.00  3.53  0.002
C  3.94  -5.16  3.02  0.020
C  3.35  -5.25  1.67  -0.380
O  2.99  -6.32  1.20  0.101
C  3.19  -3.99  0.91  0.036
C  3.58  -2.82  1.42  0.033
C  4.17  -2.74  2.77  -0.386
O  4.53  -1.67  3.25  0.078
H  4.77  -3.91  4.52  0.112
H  4.05  -6.10  3.56  0.118
H  2.75  -4.07  -0.08  0.110
H  3.47  -1.89  0.88  0.126
C  -0.70  3.42  -1.19  0.032
C  0.08  2.88  -2.12  0.047
C  1.17  3.67  -2.76  -0.380
O  1.88  3.18  -3.61  0.119
C  1.34  5.07  -2.31  0.021
C  0.56  5.60  -1.38  0.013
C  -0.52  4.82  -0.75  -0.371
O  -1.24  5.31  0.11  0.073
H  -1.51  2.86  -0.71  0.076
H  -0.03  1.86  -2.46  0.107
H  2.14  5.63  -2.79  0.120
H  0.68  6.63  -1.04  0.114
C  8.20  -2.49  6.36  0.021
C  7.71  -2.64  5.13  0.026
C  8.02  -3.84  4.32  -0.387
O  7.58  -3.97  3.20  0.113
C  8.89  -4.86  4.93  0.022
C  9.38  -4.72  6.16  0.016
C  9.07  -3.52  6.97  -0.393
O  9.51  -3.38  8.10  0.095
H  7.98  -1.62  6.97  0.122
H  7.07  -1.90  4.67  0.120
H  9.11  -5.74  4.32  0.122
H  10.02  -5.46  6.62  0.120
C  -4.48  0.84  -1.94  0.038
C  -5.76  0.88  -2.30  0.034
C  -6.73  1.75  -1.60  -0.386
O  -7.91  1.78  -1.92  0.101
C  -6.23  2.58  -0.49  0.024
C  -4.94  2.55  -0.13  0.033
C  -3.97  1.68  -0.83  -0.348
O  -2.80  1.66  -0.50  0.073
H  -3.76  0.21  -2.44  0.094
H  -6.15  0.27  -3.11  0.124
H  -6.95  3.21  0.01  0.122
H  -4.56  3.16  0.68  0.126
C  -1.69  -4.27  1.21  0.037
C  -2.96  -4.23  0.82  0.023
C  -3.94  -3.34  1.49  -0.393
O  -5.11  -3.31  1.13  0.092
C  -3.45  -2.50  2.59  0.015
C  -2.18  -2.53  2.98  0.021
C  -1.20  -3.42  2.32  -0.381
O  -0.04  -3.45  2.67  0.105
H  -0.96  -4.91  0.74  0.129
H  -3.34  -4.85  0.01  0.124
H  -4.18  -1.85  3.07  0.118
H  -1.80  -1.92  3.79  0.120
C  -4.39  10.47  0.57  0.017
C  -5.07  9.33  0.72  0.018
C  -4.44  8.02  0.42  -0.381
O  -5.06  6.98  0.56  0.103
C  -3.04  8.03  -0.05  0.031
C  -2.37  9.17  -0.20  0.025
C  -2.99  10.47  0.10  -0.391
O  -2.38  11.51  -0.03  0.096
H  -4.83  11.43  0.79  0.120
H  -6.09  9.30  1.07  0.120
H  -2.60  7.06  -0.26  0.093
H  -1.34  9.19  -0.55  0.120

Density functional theory data (ωB97M-V/def2-TZVPD) for a molecular structure, C40H28Br2FN8O7PtS.

multiplicity	5
charge	-1
expectation value of S²	6.061

Last column: Löwdin spin population.
Atoms and positions in Å:
Pt  0.19  1.56  -0.10  1.545
Br  5.03  -0.54  -0.76  0.001
C  4.15  -0.01  0.83  0.004
C  4.73  -0.32  2.06  0.000
C  4.12  0.04  3.23  -0.001
Br  4.96  -0.41  4.88  0.000
C  2.89  0.73  3.22  0.002
C  2.20  1.17  4.37  0.003
C  1.03  1.87  4.24  0.002
C  0.51  2.10  2.96  0.013
N  1.12  1.67  1.87  0.066
C  2.30  1.01  1.96  0.008
C  2.92  0.63  0.71  0.010
O  2.35  0.87  -0.41  0.122
H  5.68  -0.84  2.08  0.000
H  2.61  0.96  5.34  0.000
H  0.49  2.23  5.10  0.000
H  -0.41  2.65  2.81  0.001
F  -3.92  0.63  -3.13  0.001
C  -3.87  1.89  -2.66  0.003
C  -2.81  2.68  -2.91  0.003
N  -2.73  3.97  -2.45  0.000
C  -1.55  4.77  -2.73  0.002
C  -0.40  4.76  -1.67  0.006
O  0.54  5.50  -1.97  0.017
O  -0.51  4.02  -0.67  0.073
C  -3.72  4.51  -1.66  0.000
O  -3.70  5.64  -1.23  0.000
N  -4.80  3.67  -1.43  0.000
C  -4.97  2.35  -1.84  0.001
O  -5.96  1.71  -1.53  0.001
H  -1.98  2.32  -3.49  0.004
H  -1.87  5.80  -2.87  0.000
H  -1.14  4.41  -3.68  0.000
H  -5.50  4.04  -0.81  0.000
N  0.04  1.64  -2.10  1.205
C  0.64  1.96  -3.23  0.137
C  1.65  2.96  -3.22  0.165
C  2.26  3.30  -4.41  -0.009
C  1.90  2.68  -5.60  0.151
C  0.90  1.70  -5.61  -0.007
C  0.27  1.34  -4.45  0.145
H  1.89  3.45  -2.29  0.004
H  3.02  4.07  -4.40  -0.003
H  2.39  2.96  -6.52  0.009
H  0.63  1.22  -6.54  -0.003
H  -0.48  0.56  -4.42  0.006
O  -0.85  -0.94  -2.49  0.024
C  -0.38  -1.37  -1.46  0.011
N  0.03  -2.67  -1.27  0.006
C  0.47  -2.91  0.08  0.005
C  0.28  -1.49  0.66  0.007
O  0.51  -1.22  1.83  -0.001
N  -0.14  -0.65  -0.29  0.112
C  1.94  -3.25  0.19  0.000
C  2.55  -3.29  1.44  0.001
C  3.91  -3.52  1.55  0.000
C  4.68  -3.72  0.41  0.001
C  4.08  -3.67  -0.84  0.000
C  2.72  -3.44  -0.95  0.001
C  -0.46  -3.89  0.78  0.000
C  -0.03  -5.10  1.31  0.000
C  -0.93  -5.96  1.91  0.000
C  -2.28  -5.63  2.00  0.000
C  -2.72  -4.43  1.47  0.000
C  -1.82  -3.57  0.86  0.000
H  -0.27  -3.39  -1.91  0.001
H  1.96  -3.10  2.32  0.000
H  4.38  -3.53  2.53  0.000
H  5.75  -3.88  0.49  0.000
H  4.67  -3.80  -1.73  0.000
H  2.26  -3.36  -1.92  0.000
H  1.01  -5.37  1.25  0.000
H  -0.58  -6.90  2.32  0.000
H  -2.98  -6.31  2.47  0.000
H  -3.76  -4.16  1.52  0.000
H  -2.17  -2.63  0.44  0.000
S  -2.14  2.25  0.75  0.115
C  -2.77  1.16  1.85  0.021
N  -2.10  0.04  2.24  0.000
C  -2.62  -0.89  3.08  0.000
C  -3.87  -0.70  3.59  -0.001
C  -4.49  0.51  3.22  0.001
N  -3.98  1.40  2.41  0.008
H  -1.16  -0.15  1.88  0.000
H  -1.99  -1.74  3.27  0.000
H  -4.33  -1.42  4.24  0.000
H  -5.47  0.75  3.63  0.000

Density functional theory data (ωB97M-V/def2-TZVPD) for a molecular structure, C40H28F3FeN4O3S.

multiplicity	6
expectation value of S²	8.788

Last column: Löwdin spin population.
Atoms and positions in Å:
Fe  1.24  -1.16  -0.45  3.721
C  -0.32  -3.53  3.04  0.001
C  0.15  -2.49  2.21  0.009
N  0.70  -2.71  1.04  0.038
C  0.82  -3.98  0.61  0.004
C  0.40  -5.09  1.36  0.002
C  -0.19  -4.82  2.61  0.002
C  0.59  -6.41  0.84  -0.001
C  1.17  -6.60  -0.37  0.000
C  1.60  -5.48  -1.16  0.001
C  2.21  -5.62  -2.43  0.004
C  2.58  -4.50  -3.12  0.000
C  2.33  -3.24  -2.56  0.008
N  1.75  -3.09  -1.39  0.029
C  1.41  -4.19  -0.69  0.005
H  -0.77  -3.29  3.99  0.000
H  0.07  -1.45  2.52  0.002
H  -0.54  -5.64  3.22  0.000
H  0.26  -7.25  1.43  0.000
H  1.32  -7.60  -0.76  0.000
H  2.38  -6.61  -2.83  0.000
H  3.06  -4.57  -4.09  0.000
H  2.62  -2.33  -3.07  0.000
C  2.00  3.86  -1.99  0.029
C  2.03  2.56  -2.44  -0.001
C  1.09  1.64  -2.01  0.037
C  0.11  2.01  -1.09  0.010
C  0.08  3.33  -0.63  0.022
C  1.02  4.24  -1.08  -0.001
N  -0.86  1.08  -0.66  0.179
N  -2.01  1.65  -0.24  0.033
C  -3.03  -0.53  -0.12  0.092
C  -4.10  -1.35  0.22  -0.005
C  -4.03  -2.73  0.05  0.138
C  -2.87  -3.29  -0.49  0.001
C  -1.79  -2.50  -0.81  0.106
C  -1.80  -1.09  -0.58  0.065
H  2.74  4.58  -2.33  0.002
H  2.79  2.24  -3.15  -0.001
H  1.08  0.64  -2.42  0.010
H  -0.69  3.63  0.07  0.002
H  0.98  5.26  -0.72  -0.001
H  -5.00  -0.91  0.62  -0.003
H  -4.87  -3.35  0.32  0.010
H  -2.82  -4.35  -0.68  -0.003
H  -0.91  -2.94  -1.26  0.006
C  5.66  5.40  0.57  0.000
C  5.19  3.98  0.45  0.001
C  6.04  2.97  0.00  0.000
C  5.62  1.66  -0.09  0.001
C  4.31  1.34  0.26  0.000
C  3.44  2.33  0.70  0.001
C  3.89  3.63  0.80  0.000
S  3.78  -0.33  0.14  0.009
O  2.62  -0.46  1.07  0.045
O  4.90  -1.16  0.45  0.006
O  3.21  -0.55  -1.21  0.037
H  6.60  5.55  0.04  0.000
H  5.82  5.67  1.62  0.000
H  4.92  6.09  0.17  0.000
H  7.06  3.22  -0.28  0.000
H  6.29  0.87  -0.41  0.000
H  2.42  2.07  0.97  0.000
H  3.21  4.40  1.14  0.000
F  -7.68  5.13  1.02  0.000
C  -7.64  3.96  1.68  0.000
F  -7.62  4.26  2.99  0.000
F  -8.81  3.33  1.43  0.000
C  -6.46  3.13  1.28  0.000
C  -5.25  3.28  1.94  0.000
C  -4.15  2.55  1.54  0.001
C  -4.24  1.66  0.47  0.001
C  -5.46  1.52  -0.19  0.000
C  -6.56  2.25  0.20  0.000
C  -3.03  0.91  0.03  0.018
C  -0.65  -0.31  -0.77  0.325
H  -5.17  3.97  2.77  0.000
H  -3.20  2.66  2.04  0.001
H  -5.53  0.84  -1.03  0.000
H  -7.50  2.14  -0.32  0.000

Density functional theory data (ωB97M-V/def2-TZVPD) for 6 unconnected molecules or ions with the total composition C40H28FNO22 in a non-equilibrium geometry.

multiplicity	1
SMILES	CCc1ccc2c(c1)C(=O)N(F)C2=O.O=C1C=C(O)C(=O)C=C1O.O=C1C=C(O)C(=O)C=C1O.O=C1C=C(O)C(=O)C=C1O.O=C1C=C(O)C(=O)C=C1O.O=C1C=C(O)C(=O)C=C1O

Last column: Löwdin charge in e.
Atoms and positions in Å:
C  4.48  3.73  -4.19  -0.106
C  3.31  3.72  -5.22  -0.179
C  1.99  4.03  -4.50  -0.202
C  1.97  4.81  -3.36  0.004
C  0.72  5.07  -2.71  0.030
C  -0.40  4.55  -3.30  -0.098
C  -0.34  3.80  -4.48  -0.090
C  0.84  3.51  -5.08  0.036
C  -1.76  3.44  -4.87  -0.307
O  -2.21  3.16  -5.94  0.172
N  -2.52  3.57  -3.63  0.047
F  -2.28  2.37  -2.94  0.003
C  -1.85  4.65  -2.89  -0.305
O  -2.42  5.37  -2.13  0.171
H  4.14  3.16  -3.32  0.081
H  4.67  4.74  -3.82  0.066
H  5.38  3.27  -4.60  0.072
H  3.49  4.42  -6.04  0.117
H  3.25  2.69  -5.58  0.110
H  2.87  5.21  -2.93  0.093
H  0.63  5.66  -1.81  0.117
H  0.85  2.90  -5.98  0.140
O  -0.91  0.36  0.96  0.107
C  -2.11  0.41  1.18  -0.315
C  -3.08  0.74  0.16  0.055
C  -4.38  0.79  0.46  -0.263
O  -5.31  1.09  -0.45  0.120
C  -4.88  0.52  1.85  -0.329
O  -6.07  0.60  2.07  0.105
C  -3.90  0.17  2.87  0.078
C  -2.60  0.11  2.56  -0.225
O  -1.67  -0.21  3.46  0.088
H  -2.72  0.93  -0.84  0.127
H  -6.16  1.07  0.02  0.119
H  -4.27  -0.04  3.86  0.138
H  -0.82  -0.18  2.97  0.109
O  3.66  6.58  4.54  0.115
C  3.40  6.21  3.42  -0.314
C  2.32  5.27  3.12  0.078
C  2.09  4.89  1.86  -0.231
O  1.11  4.04  1.54  0.119
C  2.92  5.39  0.72  -0.299
O  2.68  4.99  -0.41  0.090
C  3.99  6.34  1.01  0.077
C  4.21  6.73  2.27  -0.235
O  5.17  7.60  2.58  0.119
H  1.72  4.92  3.95  0.138
H  1.16  3.92  0.58  0.118
H  4.57  6.71  0.18  0.136
H  5.12  7.71  3.55  0.122
O  -3.98  -1.94  0.15  0.118
C  -4.00  -3.14  0.37  -0.278
C  -2.83  -3.99  0.22  0.075
C  -2.91  -5.30  0.46  -0.233
O  -1.86  -6.11  0.34  0.101
C  -4.20  -5.94  0.88  -0.311
O  -4.21  -7.14  1.06  0.114
C  -5.37  -5.09  1.04  0.079
C  -5.28  -3.78  0.81  -0.224
O  -6.33  -2.97  0.95  0.121
H  -1.90  -3.51  -0.08  0.134
H  -2.19  -7.00  0.57  0.124
H  -6.28  -5.57  1.36  0.137
H  -6.01  -2.07  0.72  0.110
O  3.48  -5.15  -3.87  0.110
C  2.30  -5.08  -3.63  -0.317
C  1.29  -4.75  -4.62  0.075
C  0.00  -4.67  -4.28  -0.234
O  -0.96  -4.37  -5.16  0.116
C  -0.46  -4.93  -2.87  -0.302
O  -1.64  -4.83  -2.62  0.108
C  0.54  -5.29  -1.88  0.078
C  1.84  -5.37  -2.23  -0.233
O  2.79  -5.69  -1.35  0.116
H  1.63  -4.56  -5.63  0.136
H  -1.79  -4.38  -4.66  0.120
H  0.20  -5.49  -0.87  0.119
H  3.62  -5.68  -1.85  0.120
O  4.33  -3.08  4.86  0.111
C  3.13  -3.03  5.08  -0.316
C  2.15  -2.69  4.07  0.078
C  0.85  -2.63  4.38  -0.227
O  -0.09  -2.32  3.48  0.089
C  0.36  -2.91  5.77  -0.312
O  -0.83  -2.82  6.00  0.119
C  1.35  -3.27  6.79  0.076
C  2.64  -3.33  6.47  -0.238
O  3.58  -3.66  7.36  0.114
H  2.51  -2.48  3.07  0.137
H  -0.94  -2.35  3.97  0.110
H  0.98  -3.49  7.78  0.137
H  4.43  -3.63  6.88  0.120

Calculated DFT total energy, -4080.6553; -8271.3630; -3947.3937; -3350.8625 a.u. (same order as the records).